No. 1
{"formula": "C2H7NS2", "method": "ωB97M-V with the def2-TZVPD basis set", "species": ["C", "C", "N", "H", "H", "H", "H", "H", "S", "S", "H", "H"], "xyz": [[0.761, -1.487, -0.078], [1.397, -0.416, 0.386], [1.094, 0.889, 0.047], [0.030, -1.340, -0.859], [0.968, -2.433, 0.386], [2.216, -0.461, 1.098], [0.450, 1.123, -0.692], [1.673, 1.625, 0.405], [-2.786, 0.526, 0.696], [-2.104, 1.212, -1.135], [-1.680, 0.775, 1.415], [-2.018, -0.014, -1.668]], "forces_ev_per_a": [[0.255, 0.238, 0.216], [-0.078, 0.837, -0.061], [0.304, 0.085, 0.141], [-0.234, -0.390, 0.074], [-0.033, -0.360, -0.350], [-0.221, -0.272, 0.129], [0.060, -0.154, 0.150], [0.028, 0.015, -0.169], [-0.039, 0.280, 0.039], [-0.341, -0.196, 0.129], [0.132, -0.117, -0.108], [0.166, 0.034, -0.188]], "lowdin_charge": [-0.0404, -0.3119, 0.0247, 0.0290, 0.0359, 0.1027, 0.0063, 0.0760, 0.2445, 0.2488, -0.2110, -0.2047], "e_homo_ev": -8.07, "smiles": "C=CN.SS", "energy_ha": -931.495621, "de_lowest_ev": 0.7609, "mol_weight_da": 109.22, "gap_ev": 8.345}

---

No. 2
{"formula": "C2H7O2", "method": "ωB97M-V with the def2-TZVPD basis set", "species": ["O", "H", "H", "H", "C", "C", "O", "H", "H", "H", "H"], "xyz": [[0.834, -1.550, 0.404], [0.705, -2.110, 1.180], [0.969, 0.873, -0.899], [1.616, -1.927, -0.009], [0.310, 1.362, -0.185], [-0.761, 0.400, 0.048], [-1.261, -0.204, -0.931], [0.796, 1.599, 0.750], [-0.096, 2.302, -0.563], [-1.073, 0.025, 1.018], [-2.040, -0.772, -0.814]], "forces_ev_per_a": [[-0.183, -0.163, 0.372], [0.007, 0.063, -0.015], [0.179, 0.398, -0.167], [0.161, 0.059, -0.209], [-0.351, -0.152, 0.398], [0.417, -1.275, 0.373], [-0.405, 0.807, -1.363], [0.284, -0.112, 0.152], [-0.086, -0.048, -0.376], [-0.208, 0.662, 0.335], [0.185, -0.241, 0.501]], "lowdin_charge": [-0.0254, 0.0770, 0.1223, 0.0765, 0.0224, -0.0826, 0.2191, 0.1092, 0.1302, 0.1623, 0.1893], "e_homo_ev": -16.44, "energy_ha": -230.578683, "de_lowest_ev": 0.6009, "total_charge": 1, "mol_weight_da": 63.08, "gap_ev": 10.832}

---

No. 3
{"formula": "C2H7O2", "method": "ωB97M-V with the def2-TZVPD basis set", "species": ["O", "H", "H", "H", "O", "C", "C", "H", "H", "H", "H"], "xyz": [[1.483, 1.003, -1.129], [0.235, 0.436, -1.026], [1.932, 0.323, -1.657], [1.717, 1.901, -1.377], [-0.679, -0.160, -1.018], [-1.201, -0.641, 0.046], [-0.583, -0.491, 1.264], [-2.011, -1.276, -0.226], [0.553, -0.160, 1.388], [-0.594, -1.410, 1.861], [-0.853, 0.474, 1.874]], "forces_ev_per_a": [[-0.313, -0.913, 0.305], [-0.610, -0.114, 0.522], [0.438, 0.703, -0.109], [0.157, 0.020, -0.356], [-0.973, -0.119, 0.605], [2.146, 1.065, -4.848], [3.670, 2.144, 5.562], [-1.073, -0.405, 0.546], [-1.870, -0.880, -1.648], [-0.806, 0.422, 0.268], [-0.766, -1.922, -0.848]], "lowdin_charge": [0.0603, 0.0777, 0.1231, 0.1204, 0.1371, -0.0954, -0.0306, 0.1561, 0.1599, 0.1140, 0.1773], "e_homo_ev": -17.32, "energy_ha": -230.564197, "de_lowest_ev": 0.9951, "total_charge": 1, "mol_weight_da": 63.08, "gap_ev": 11.921}

---

No. 4
{"formula": "C2H7O3P", "method": "ωB97M-V with the def2-TZVPD basis set", "species": ["C", "C", "O", "O", "O", "P", "H", "H", "H", "H", "H", "H", "H"], "xyz": [[-1.791, 0.975, 0.354], [1.626, -1.262, 0.388], [0.457, -0.261, -2.416], [-1.351, 0.517, -0.898], [0.207, -1.099, 0.079], [0.081, 0.009, -1.044], [-1.027, 1.764, 0.505], [-1.817, 0.259, 1.231], [-2.748, 1.450, 0.039], [2.206, -1.561, -0.452], [1.527, -2.165, 1.041], [2.005, -0.342, 0.844], [0.623, 1.717, 0.329]], "forces_ev_per_a": [[-0.745, 1.570, 0.101], [-1.120, -1.758, 1.847], [0.861, -0.144, -0.329], [-1.697, -1.128, -0.510], [0.955, 0.570, -0.841], [0.771, 2.089, 1.707], [-0.641, 0.110, 1.124], [-0.064, 0.559, -1.431], [0.429, -0.424, 1.179], [0.309, 0.010, -0.957], [0.900, 1.096, -0.043], [-0.006, -0.398, 0.170], [0.046, -2.152, -2.017]], "lowdin_charge": [-0.1583, -0.1113, -0.2418, -0.2846, -0.2751, 0.4877, -0.0082, 0.1125, 0.1061, 0.0685, 0.1081, 0.0641, 0.1323], "e_homo_ev": [-9.70, -9.70], "energy_ha": -647.405001, "de_lowest_ev": 2.6811, "mol_weight_da": 110.05, "gap_ev": [9.407, 9.408]}

---

No. 5
{"formula": "C2H7OPS", "method": "ωB97M-V with the def2-TZVPD basis set", "species": ["C", "C", "S", "O", "P", "H", "H", "H", "H", "H", "H", "H"], "xyz": [[1.123, 0.757, -0.962], [0.029, -0.009, -0.061], [0.153, -1.780, -0.159], [-1.226, 0.538, -0.384], [-2.756, -0.102, -0.041], [0.644, 1.716, -0.924], [2.152, 0.924, -0.441], [1.158, 0.229, -1.888], [0.301, 0.249, 0.874], [0.568, -1.883, -1.430], [-3.142, -0.355, -1.312], [-2.299, -1.400, 0.009]], "forces_ev_per_a": [[-0.171, -0.472, 2.962], [1.029, 0.115, -3.441], [0.372, -0.796, 0.038], [-0.751, 0.371, -0.295], [1.260, 0.973, 1.211], [0.060, 0.755, -1.030], [-1.826, -0.915, -0.944], [0.316, 0.314, -0.904], [0.441, 0.611, 3.578], [-0.080, 0.098, -0.017], [-0.510, -0.032, -1.614], [-0.139, -1.023, 0.457]], "lowdin_charge": [-0.0636, -0.8096, 0.7685, -0.5526, 0.8320, 0.0566, 0.1132, 0.0422, 0.0434, -0.1254, -0.1343, -0.1705], "e_homo_ev": -9.28, "smiles": "C[C@H](S)OP", "energy_ha": -895.123086, "de_lowest_ev": 2.5301, "mol_weight_da": 110.12, "gap_ev": 10.117}

---

No. 6
{"formula": "C2H7OPS2", "method": "ωB97M-V with the def2-TZVPD basis set", "species": ["C", "C", "O", "P", "S", "S", "H", "H", "H", "H", "H", "H", "H"], "xyz": [[0.827, -0.598, -1.765], [-0.636, 1.780, 0.983], [0.428, 0.499, -0.948], [-0.570, 0.083, 0.269], [-2.233, -0.697, -0.351], [1.124, -1.628, 2.171], [1.572, -1.332, -1.255], [1.055, -0.132, -2.648], [-0.148, -1.293, -2.008], [-0.267, 2.352, 0.241], [-1.776, 2.033, 1.197], [0.049, 1.823, 1.898], [0.574, -2.890, 2.215]], "forces_ev_per_a": [[-2.423, -3.895, 1.483], [-2.492, -2.346, 4.290], [0.056, -1.297, 1.582], [-0.158, 0.224, -0.140], [0.762, 0.058, 0.705], [-1.065, 0.677, -1.152], [-0.920, 1.767, -0.960], [1.387, 0.553, -2.230], [2.254, 1.671, 0.584], [1.217, 2.125, -2.497], [2.628, -0.560, -0.184], [-1.244, 0.089, -1.146], [-0.002, 0.934, -0.333]], "lowdin_charge": [-0.1723, -0.2226, -0.4310, 0.3124, 0.2602, 0.1458, 0.1096, 0.0448, 0.0880, -0.0214, 0.1004, 0.0750, -0.2889], "e_homo_ev": [-8.81, -8.81], "energy_ha": -1293.299206, "de_lowest_ev": 3.0634, "mol_weight_da": 142.19, "gap_ev": [6.661, 6.665]}

---

No. 7
{"formula": "C2H7OS", "method": "ωB97M-V with the def2-TZVPD basis set", "species": ["C", "C", "S", "H", "H", "H", "H", "H", "H", "H", "O"], "xyz": [[0.081, -1.088, -1.447], [-0.133, -0.244, -0.163], [-0.157, 1.548, -0.618], [0.740, -0.631, -2.186], [-0.755, -1.480, -2.026], [0.553, -2.017, -1.074], [0.759, -0.467, 0.406], [-1.008, -0.649, 0.361], [-0.183, 0.969, 2.363], [0.051, 2.185, 1.717], [0.051, 1.876, 2.667]], "forces_ev_per_a": [[0.470, -1.288, 0.475], [0.057, 0.344, -1.890], [-0.337, -0.288, 0.613], [0.128, 0.224, 0.374], [-0.673, 0.562, 0.276], [0.214, -0.018, -0.407], [0.151, 0.137, 0.592], [0.001, 0.369, 0.064], [0.163, 0.441, 0.928], [0.169, 0.461, 0.501], [-0.341, -0.944, -1.525]], "lowdin_charge": [-0.2667, -0.7966, 0.1423, 0.0331, 0.0407, 0.0428, 0.0196, 0.0380, 0.0002, -0.0733, -0.1800], "e_homo_ev": -2.69, "energy_ha": -553.849455, "de_lowest_ev": 0.3945, "total_charge": -1, "mol_weight_da": 79.14, "gap_ev": 7.049}

---

No. 8
{"formula": "C2H7OS", "method": "ωB97M-V with the def2-TZVPD basis set", "species": ["S", "H", "C", "O", "C", "H", "H", "H", "H", "H", "H"], "xyz": [[-0.436, -1.804, -1.381], [-1.115, -2.326, -2.432], [-0.214, 1.470, 1.020], [-0.046, 0.079, 1.198], [1.178, 2.129, 0.816], [-0.943, 1.681, 0.237], [-0.581, 1.911, 1.965], [-0.047, -0.338, 0.302], [1.592, 1.576, -0.017], [1.060, 3.169, 0.503], [1.871, 1.865, 1.612]], "forces_ev_per_a": [[-0.013, -0.274, -0.329], [0.132, 0.297, 0.283], [1.080, 0.184, 1.229], [-0.155, 0.186, -0.342], [-0.999, -1.067, -1.261], [0.199, 0.168, -0.225], [-0.365, -0.438, -0.204], [-0.278, 0.045, 0.520], [0.261, 0.103, -0.618], [0.433, 0.129, 0.502], [-0.296, 0.667, 0.444]], "lowdin_charge": [-0.2184, -0.4603, -0.3451, -0.1580, -0.1023, 0.1028, 0.0949, -0.0957, 0.0580, 0.0598, 0.0642], "e_homo_ev": -2.79, "energy_ha": -553.846342, "de_lowest_ev": 0.4792, "total_charge": -1, "mol_weight_da": 79.14, "gap_ev": 6.758}

---

No. 9
{"formula": "C2H7OS", "method": "ωB97M-V with the def2-TZVPD basis set", "species": ["O", "H", "C", "C", "S", "H", "H", "H", "H", "H", "H"], "xyz": [[-1.565, 1.954, 2.157], [-1.266, 1.816, 1.250], [0.707, -1.384, -0.950], [0.573, 0.091, -0.487], [-0.852, 1.117, -1.007], [-0.028, -1.606, -1.730], [0.384, -2.135, -0.203], [1.738, -1.678, -1.126], [0.674, 0.227, 0.587], [1.482, 0.488, -0.975], [-1.846, 1.110, 2.485]], "forces_ev_per_a": [[0.069, 0.967, 0.873], [0.038, -0.331, -0.967], [-1.657, -0.704, 1.334], [0.964, 0.097, -0.957], [-0.036, -0.488, 0.101], [0.680, 0.262, -0.584], [-0.023, 0.460, 0.312], [0.100, 0.149, -0.670], [0.267, -0.351, 0.140], [-0.253, 0.577, 0.489], [-0.148, -0.639, -0.071]], "lowdin_charge": [-0.1275, -0.1119, -0.2266, -0.8167, 0.1364, 0.0370, 0.0420, 0.0387, 0.0137, 0.0177, -0.0029], "e_homo_ev": -2.54, "energy_ha": -553.849461, "de_lowest_ev": 0.3943, "total_charge": -1, "mol_weight_da": 79.14, "gap_ev": 6.880}

---

No. 10
{"formula": "C2H7OS", "method": "ωB97M-V with the def2-TZVPD basis set", "species": ["S", "H", "C", "O", "C", "H", "H", "H", "H", "H", "H"], "xyz": [[-2.357, -1.205, -0.158], [-3.195, -2.021, -0.732], [0.576, 0.696, -0.484], [0.362, -0.344, -1.420], [0.945, 0.391, 1.072], [-0.435, 1.200, -0.416], [1.312, 1.396, -0.876], [-0.419, -0.939, -1.215], [0.217, -0.299, 1.572], [1.015, 1.304, 1.642], [1.977, -0.181, 1.016]], "forces_ev_per_a": [[0.651, 0.623, 0.577], [-0.674, -0.703, -0.523], [-2.731, 0.086, 1.703], [1.255, -0.576, 0.286], [1.308, -2.652, -2.258], [1.028, 0.121, 0.008], [0.069, -0.165, -0.165], [0.229, 1.045, 0.486], [0.470, 0.624, -0.688], [0.194, 0.404, 0.028], [-1.799, 1.193, 0.545]], "lowdin_charge": [-0.0969, -0.4832, -0.3616, -0.2028, -0.1076, 0.0847, 0.0831, -0.0725, 0.0453, 0.0293, 0.0823], "e_homo_ev": -2.95, "energy_ha": -553.841814, "de_lowest_ev": 0.6024, "total_charge": -1, "mol_weight_da": 79.14, "gap_ev": 7.187}